(1)
Below is a structure of composition C30H21ClFI2N6O9Re in a non-equilibrium geometry, with properties calculated with ωB97M-V with the def2-TZVPD basis set.

Last column: Mulliken charge in e.
Atoms and positions in Å:
1 Re 0.2821 -0.0663 0.7005  3.1602
2 I -6.9367 1.8495 -1.5437  0.1128
3 I -2.0743 4.0213 1.4274  0.0776
4 Cl -1.0316 0.1854 6.6240  -0.0721
5 F -0.9429 4.0951 -2.1866  -0.3760
6 O -2.9300 2.1384 -2.6423  -0.5203
7 O 1.9825 3.1185 2.5849  -0.8384
8 O -1.1951 1.3140 0.6572  -0.6408
9 O 2.8736 -0.2838 -0.9472  -0.6001
10 O 0.1806 2.7963 6.6849  -0.5696
11 O 1.1549 3.8562 5.0121  -0.5228
12 O 0.7651 0.2932 -1.2759  -0.0956
13 O 1.6066 1.3786 1.2471  -0.6718
14 O 0.1863 -0.7849 -3.9909  -0.6044
15 N 1.1211 -1.9594 0.8337  0.2368
16 N -1.3357 0.8237 -3.5663  0.1112
17 N -0.4189 -0.4131 4.0795  -0.4049
18 N 0.1465 0.1256 2.9824  0.2938
19 N -1.1572 -1.3080 -0.5501  0.0707
20 N 0.9440 1.3163 -3.4777  0.0110
21 C 0.6152 1.3295 3.3325  0.0126
22 C -2.4283 1.2895 0.2911  0.2570
23 C -1.1163 -3.8721 5.1743  -0.9296
24 C -5.0439 1.6339 -0.6720  -0.7635
25 C -1.9781 -3.5528 2.9583  -0.3074
26 C -0.6047 -2.6714 -0.7424  -1.2546
27 C -4.4212 0.3918 -0.7377  -0.6619
28 C -1.7716 1.9950 -2.9573  0.3423
29 C -0.6518 -2.5683 5.1994  -0.4272
30 C -1.5376 -2.2432 2.9853  0.3883
31 C -3.1450 2.5132 0.4350  -0.2006
32 C 1.7723 -4.5649 1.5223  -0.4070
33 C 0.6114 2.5473 -2.9824  -0.0685
34 C -1.7716 -4.3683 4.0588  -0.7979
35 C 2.2155 0.7590 -3.0591  -1.2215
36 C 2.1304 -2.2147 1.6746  -0.2274
37 C 0.5566 2.8245 5.5447  0.4436
38 C -0.3473 0.4661 5.1138  0.1336
39 C 1.4625 2.0502 2.3235  0.9082
40 C -3.1424 0.1841 -0.2611  0.4506
41 C 2.4785 -3.4954 2.0544  -0.9259
42 C -0.6625 2.9061 -2.7288  0.2732
43 C -4.4188 2.6990 -0.0389  -0.0267
44 C 0.4612 -2.9971 0.2771  0.8308
45 C 0.3181 1.6132 4.6726  -0.1219
46 C -2.6087 -1.2348 -0.3336  -1.4904
47 C -0.8757 -1.7489 4.1000  -0.1881
48 C 2.0037 0.2083 -1.6276  0.6067
49 C 0.7682 -4.3072 0.6021  -1.0961
50 C -0.0424 0.3680 -3.7115  0.2188
51 H -4.9538 -0.4372 -1.1786  0.5122
52 H -1.4021 -3.4174 -0.7161  0.6433
53 H -4.9026 3.6569 0.0646  0.4851
54 H 3.2872 -3.6489 2.7497  0.4903
55 H -0.1297 -2.7238 -1.7310  0.4321
56 H -2.0603 0.1584 -3.8160  0.2633
57 H -2.1200 -5.3882 4.0420  0.4497
58 H -1.0055 -0.8027 -1.4284  -0.3014
59 H -2.8678 -1.7578 0.5928  0.5212
60 H -0.1329 -2.1906 6.0635  0.5704
61 H -2.5018 -3.9268 2.0907  0.4875
62 H 1.4291 3.2173 -2.7558  0.4185
63 H -1.7107 -1.5667 2.1643  0.1240
64 H 3.0022 1.5109 -3.0820  0.4343
65 H -3.1217 -1.7536 -1.1523  0.7186
66 H 0.2122 -5.1079 0.1426  0.5891
67 H 2.0018 -5.5775 1.8069  0.4929
68 H -0.9687 -4.5010 6.0384  0.4301
69 H 1.5001 3.7393 4.0897  0.4283
70 H 2.6716 -1.3479 2.0296  0.5748
71 H 2.4938 -0.0657 -3.7180  0.3289

The strongest force on any atom comes out at 5.436 eV Å⁻¹. As for the net charge: +1. As for the spin multiplicity: 2. The HOMO-LUMO gap (spin up / spin down) is 5.03 / 5.36 eV.

---

(2)
Below is a structure of composition C30H21ClN3O4S4Sc, with properties calculated with ωB97M-V with the def2-TZVPD basis set.

Last column: Mulliken charge in e.
Atoms and positions in Å:
1 Sc 0.0620 -0.3111 0.3955  -0.7750
2 Cl -1.1748 -3.9470 4.7282  -0.1300
3 S -2.3313 1.0310 0.5473  -0.2457
4 S 0.2774 -2.7822 -0.6281  -0.3748
5 S 2.5742 -0.3651 -0.4717  -0.1550
6 S 0.9744 1.6344 1.6941  -0.3905
7 O -1.4524 -0.9224 -0.9361  0.2984
8 O -3.8126 -4.6910 3.7293  -0.6312
9 O -4.4688 -1.8808 0.4452  -0.9309
10 O -4.9013 -3.7716 2.0402  -0.6102
11 N -0.6933 -2.0510 2.9599  0.1916
12 N -1.1892 -1.4168 1.8463  0.6274
13 N 0.1422 1.1770 -1.5011  0.6119
14 C -1.8719 2.2936 -0.6708  -0.9422
15 C 1.8611 -0.9328 5.3792  -0.8597
16 C 2.3088 0.2062 -2.1664  -1.1598
17 C -2.7682 -0.4599 -0.4277  1.8953
18 C 3.3580 1.0226 0.3137  0.0773
19 C 4.7224 3.0702 1.5628  -0.5525
20 C -3.2887 -2.3981 -2.6731  -0.5715
21 C -2.1653 -2.9207 -2.0411  -0.3935
22 C -3.8541 -3.8820 2.8344  0.5575
23 C -1.2726 -2.2995 -1.2053  0.2041
24 C -3.8933 -1.1203 -2.5239  -0.5914
25 C 0.5522 -1.6633 3.5136  0.0524
26 C 4.7089 1.2302 0.0433  -0.5053
27 C 0.7391 1.2071 -3.8110  -0.9714
28 C -2.4245 -1.9470 1.6226  0.2424
29 C 3.3912 2.8500 1.8475  -0.8617
30 C 5.3967 2.2584 0.6540  -0.7571
31 C -0.4276 1.8724 -4.1229  -0.6380
32 C 1.6630 -1.5562 2.6946  -0.2566
33 C 0.9958 0.8839 -2.4817  0.6015
34 C 2.8810 -1.1443 3.2171  -1.0465
35 C 2.6669 1.8189 1.2330  0.9290
36 C 0.6431 -1.3323 4.8597  -0.3044
37 C -3.2738 -1.4962 0.5743  0.0501
38 C -1.2920 2.2236 -3.0970  -0.8883
39 C -0.9760 1.8638 -1.7992  0.7864
40 C -2.7000 -2.9580 2.6110  -0.9526
41 C -1.5799 -2.9681 3.4011  0.6364
42 C 2.9833 -0.8406 4.5648  -0.5637
43 C -3.6730 -0.1924 -1.5656  -1.3916
44 H -1.3314 3.0254 -0.0622  0.5118
45 H -4.7953 -3.0203 1.3788  0.4308
46 H -0.2345 -1.3850 5.4868  0.5190
47 H 1.9331 -0.6775 6.4270  0.3948
48 H 2.8805 3.4801 2.5621  0.4958
49 H 3.9313 -0.5254 4.9763  0.4228
50 H 2.4431 -0.6552 -2.8221  0.5636
51 H -2.2095 2.7578 -3.2924  0.4449
52 H 1.4480 0.9259 -4.5763  0.5145
53 H -2.7645 2.7741 -1.0701  0.5368
54 H 1.6017 -1.8123 1.6382  1.1487
55 H -3.7678 -3.0533 -3.3868  0.4088
56 H 6.4425 2.4205 0.4389  0.4070
57 H 5.2428 3.8767 2.0612  0.3924
58 H 3.1257 0.9016 -2.3762  0.6319
59 H -1.9110 -3.9520 -2.2558  0.4740
60 H 5.2196 0.5719 -0.6473  0.5087
61 H -4.6579 -0.8823 -3.2536  0.4819
62 H -4.2445 0.7233 -1.5510  0.5126
63 H 3.7402 -1.0506 2.5664  0.4619
64 H -0.6618 2.1243 -5.1482  0.4269

The strongest force on any atom comes out at 0.553 eV Å⁻¹. As for the spin multiplicity: 1. The HOMO-LUMO gap (spin up / spin down) is 5.19 / 6.26 eV.